ORCA calculation (the ωB97M-V functional and the def2-TZVPD basis) on C5H6O in the gas phase in a non-equilibrium geometry.

Properties
* spin multiplicity: 1
* SMILES string: C=C=CCC=O
* HOMO: -0.329 Ha
* energy relative to the best compared isomer or geometry (same formula, charge and spin): 83.0 kcal per mole
* gap between HOMO and LUMO: 9.21 eV

Each line ends with the Löwdin charge.
Element x y z (Å)
C 1.6647 0.2664 0.7331  0.00
C 1.3855 0.0038 -0.5277  -0.09
C 0.2863 -0.2125 -1.2280  -0.13
C -0.8053 -0.8130 -0.3443  -0.13
C -1.1770 0.4894 0.3845  -0.27
O -0.9948 1.5046 -0.2463  0.03
H 2.5422 0.0620 1.3270  0.05
H 0.0149 0.2172 -2.1857  0.11
H -1.7111 -1.1409 -0.8675  0.11
H -0.4298 -1.6395 0.2660  0.12
H 0.8150 0.6886 1.2834  0.06
H -1.5906 0.5739 1.4056  0.13

Cartesian forces (eV/Å) of the 2 atoms listed first:
C 0.1595 0.0359 -0.0223
C -0.5990 -0.2201 0.3937